# 1
Computed, not measured: a molecular structure, C33H44As2N4OPRuSTe, with ωB97M-V with the def2-TZVPD basis set.

```
! RIJCOSX wB97M-V def2-TZVPD def2/J DEFGRID3
* xyz 2 2
Ru -0.05 1.48 0.32
C 1.72 1.54 4.29
C 1.33 1.71 2.86
N 0.25 1.23 2.34
N -0.61 0.51 3.11
C -1.67 0.12 2.46
N -2.61 -0.57 3.12
S -2.01 0.47 0.75
C 2.18 2.46 1.92
C 3.37 3.07 2.31
C 4.11 3.78 1.39
C 3.65 3.87 0.08
C 2.47 3.24 -0.25
N 1.75 2.55 0.64
H 0.99 0.93 4.81
H 1.78 2.51 4.78
H 2.71 1.07 4.37
H -2.46 -0.80 4.08
H -3.39 -0.97 2.62
H 3.69 2.99 3.34
H 5.03 4.26 1.68
H 4.20 4.42 -0.67
H 2.06 3.31 -1.25
C -2.97 3.81 0.76
As -1.09 3.66 0.39
C -0.30 4.91 1.64
C -0.86 4.46 -1.36
C -1.03 5.82 -1.56
C -0.90 6.35 -2.83
C -0.61 5.52 -3.91
C -0.45 4.16 -3.71
C -0.57 3.62 -2.44
As -0.38 1.73 -2.08
C 1.04 1.12 -3.24
C -1.94 0.92 -2.88
H -3.27 4.85 0.67
H -3.17 3.45 1.77
H -3.53 3.20 0.05
H -0.84 5.85 1.61
H 0.75 5.09 1.38
H -0.37 4.49 2.64
H -1.26 6.48 -0.73
H -1.03 7.42 -2.99
H -0.52 5.94 -4.90
H -0.23 3.52 -4.56
H 0.80 1.35 -4.28
H 1.13 0.05 -3.12
H 1.98 1.60 -2.97
H -2.03 1.23 -3.91
H -2.83 1.22 -2.32
H -1.83 -0.16 -2.82
C 3.79 -0.54 0.29
P 2.15 -1.26 0.36
C 2.12 -2.64 -0.76
C 1.92 -1.88 2.02
O 1.10 -0.24 -0.03
H 4.55 -1.28 0.55
H 3.86 0.30 0.99
H 3.99 -0.17 -0.72
H 2.87 -3.38 -0.48
H 2.32 -2.29 -1.78
H 1.13 -3.10 -0.74
H 2.70 -2.61 2.27
H 0.94 -2.36 2.08
H 1.97 -1.06 2.74
Te -1.79 -3.32 0.83
C -1.54 -3.68 -1.23
C -0.80 -4.76 -1.69
C -0.62 -4.96 -3.05
C -1.17 -4.06 -3.96
C -1.91 -2.98 -3.51
C -2.10 -2.79 -2.14
C -1.87 -5.35 1.40
C -2.98 -6.12 1.07
C -3.02 -7.46 1.42
C -1.96 -8.03 2.12
C -0.85 -7.26 2.46
C -0.80 -5.92 2.09
H -0.38 -5.47 -0.98
H -0.06 -5.81 -3.40
H -1.03 -4.22 -5.02
H -2.37 -2.31 -4.22
H -2.73 -1.98 -1.79
H -3.81 -5.67 0.53
H -3.88 -8.06 1.16
H -1.99 -9.07 2.40
H -0.03 -7.70 3.00
H 0.06 -5.32 2.35
*
```

Values from the calculation:
Expectation value of S² = 0.76
HOMO-LUMO gap (alpha / beta) = 6.12 / 5.32 eV
Energy above the lowest of the compared OMol25 structures with the same formula, charge and spin = 0.0 kcal/mol
Energy = -7151.792145 a.u.

# 2
Computed, not measured: 2 unconnected molecules or ions with the total composition CH7N2O in a non-equilibrium geometry, with ωB97M-V with the def2-TZVPD basis set.

```
! RIJCOSX wB97M-V def2-TZVPD def2/J DEFGRID3
* xyz 1 1
N -0.67 -1.07 1.13
C -0.52 -0.15 0.19
N -1.49 0.72 -0.06
H -1.59 -1.03 1.54
H -0.05 -1.87 1.13
H 0.34 -0.18 -0.49
H -1.31 1.41 -0.78
H -1.99 1.13 0.72
H 2.23 1.16 -1.55
H 3.08 0.08 -0.90
O 2.17 0.34 -1.06
*
```

Values from the calculation:
HOMO-LUMO gap = 11.90 eV
Energy above the lowest of the compared OMol25 structures with the same formula, charge and spin = 11.7 kcal/mol
Energy = -226.816693 a.u.